[1]
Below is 2 unconnected molecules or ions with the total composition C3H4OS, with properties calculated with ωB97M-V with the def2-TZVPD basis set.

The geometry in XYZ format:
```
9
Properties=species:S:1:pos:R:3:forces:R:3:lowdin_charge:R:1
C 0.61356 -1.55586 -2.50973 -0.04 -1.79 -0.03 -0.293
C 0.34648 -0.41661 -1.97596 -0.26 1.12 3.46 -0.003
C -0.40393 0.75459 2.06437 0.07 -0.12 -0.92 -0.508
O 0.77136 -2.63382 -2.91238 0.10 0.43 -0.16 0.168
S -0.75653 1.72352 3.35318 -0.02 -0.87 -0.70 0.649
H 0.23547 -0.28749 -0.82532 0.10 -0.81 -2.25 0.086
H 0.49182 0.49226 -2.46924 0.09 1.02 -1.01 0.033
H 0.00535 1.16122 1.04410 -0.64 0.28 2.39 -0.037
H -1.30356 0.76220 4.23099 0.60 0.74 -0.79 -0.096
```
Forces are in eV/Å.

For the total energy, the calculation gives -16053.8079 eV. The energy above the lowest of the compared OMol25 structures with the same formula, charge and spin comes out at 99.2 kcal per mole. The value obtained for the gap between HOMO and LUMO is 8.307 eV. As for the net charge: 0.

---

[2]
Below is 3 unconnected molecules or ions with the total composition C35H62FN7O12PS2, with properties calculated with ωB97M-V with the def2-TZVPD basis set.

The geometry in XYZ format:
```
120
Properties=species:S:1:pos:R:3:forces:R:3:lowdin_charge:R:1
C 2.27852 -3.80560 -2.71444 -0.01 0.11 -0.43 0.020
C 0.84328 -3.90673 -3.14276 -0.42 -1.60 0.93 -0.449
O 0.11135 -4.74789 -2.71661 0.14 0.92 -0.72 0.174
O 0.42265 -2.98125 -4.13243 0.68 1.03 0.22 0.082
C -0.33385 -1.93015 -3.66948 -0.78 -0.76 0.62 -0.448
O -1.19553 -2.05522 -2.85842 0.44 0.16 -0.33 0.139
C 0.01000 -0.61814 -4.38023 0.22 -0.27 -0.62 0.052
N 0.85594 0.32230 -3.61316 -0.82 -1.93 -0.38 0.095
C 2.10934 0.09821 -3.54933 -0.50 3.19 1.57 -0.303
F 2.70169 -0.88384 -4.05134 0.53 -1.42 -1.00 0.293
C 2.80223 1.16291 -2.78121 1.06 -0.66 0.91 -0.188
C 3.79223 2.04444 -3.56448 -0.39 -0.26 -0.30 -0.027
C 5.07627 2.29092 -2.78484 0.79 0.24 -0.26 -0.445
O 6.12366 2.07533 -3.34500 -0.16 -0.25 0.08 0.137
N 5.01889 2.69097 -1.42802 0.04 -0.33 -0.32 -0.174
C 5.01639 4.16393 -1.34071 -0.36 -0.62 -0.25 -0.050
C 6.14718 2.15676 -0.66554 -0.15 0.44 0.66 -0.068
C 1.63436 1.83312 -1.89601 2.79 -0.81 -1.55 -0.407
N 2.10558 3.19513 -1.69360 -1.95 -0.03 -0.46 0.127
C 1.40355 4.00787 -0.99634 0.58 0.19 0.44 -0.370
C 0.37172 3.72928 0.06099 -0.22 0.33 -0.54 -0.019
C 1.67282 5.46710 -1.18606 -0.09 -0.37 -0.11 -0.018
P 1.70532 0.63742 -0.44922 -0.96 -0.85 0.65 0.562
S 0.82814 -1.06131 -0.79340 0.18 -0.03 0.05 0.431
C 0.47147 1.60169 -2.94897 -0.15 1.02 0.20 -0.281
C 0.45630 2.55913 -4.17329 -0.31 0.25 0.83 -0.156
C 0.13122 4.02088 -3.90168 0.26 -0.04 -1.43 -0.408
S -0.39864 4.78306 -5.49525 -0.24 0.33 0.05 1.031
C 1.07683 5.62966 -5.91599 -1.13 -2.03 0.32 -0.731
N 1.34224 6.85328 -5.85680 0.05 1.87 0.21 0.087
N 2.65674 6.97086 -6.27653 -0.03 2.71 0.31 0.077
C 3.06914 5.82817 -6.54232 0.13 -2.18 -0.27 -0.181
O 2.10872 4.88188 -6.34261 0.76 -0.72 -0.27 0.023
C -0.85895 1.62781 -2.22190 -0.36 -0.31 0.03 -0.038
C -2.11102 1.30466 -2.99862 -0.19 -0.35 -0.10 -0.422
O -2.60826 1.95614 -3.86679 0.36 -0.07 0.04 0.189
O -2.69682 0.13243 -2.53674 -0.64 0.76 -0.43 0.056
C -3.57993 0.48621 -1.50306 -0.39 0.12 1.60 -0.433
C -5.03211 0.63428 -1.83220 0.35 -0.13 -0.31 0.051
O -3.14047 0.66803 -0.40207 0.15 -0.02 -0.71 0.146
H 2.46957 -4.64231 -2.06342 0.03 -0.20 0.24 0.098
H 2.95028 -3.87155 -3.56355 0.04 0.08 -0.26 0.095
H 2.48653 -2.88702 -2.17708 -0.13 0.21 0.05 0.037
H 0.58070 -0.88615 -5.26250 0.15 0.01 -0.17 0.148
H -0.88725 -0.15508 -4.76232 -0.31 0.36 0.34 0.145
H 3.50065 0.58945 -2.16099 -0.13 -0.04 0.34 0.123
H 3.35249 2.94463 -3.97285 -0.13 0.33 0.23 0.112
H 4.12415 1.46454 -4.42112 0.13 -0.04 -0.21 0.134
H 6.02324 4.55175 -1.48723 0.14 0.09 0.12 0.101
H 4.60863 4.43946 -0.37810 0.01 0.31 0.19 0.091
H 4.39183 4.54281 -2.13761 -0.23 0.26 -0.02 0.067
H 7.08554 2.64923 -0.90506 0.25 -0.18 -0.30 0.090
H 5.95281 2.38160 0.37992 -0.09 0.03 0.19 0.090
H 6.22200 1.08097 -0.74095 0.08 -0.20 -0.30 0.091
H -0.17860 2.80764 -0.04441 0.08 -0.27 0.26 0.046
H 0.87066 3.79677 1.02264 0.06 -0.19 0.24 0.108
H -0.34643 4.54337 0.04843 -0.21 0.11 0.05 0.100
H 0.81475 5.84317 -1.74086 -0.21 0.25 0.03 0.094
H 1.71816 6.00532 -0.24728 0.14 0.17 0.12 0.098
H 2.53515 5.61677 -1.81721 0.31 0.17 0.08 0.071
H 1.16894 1.22056 0.71084 0.24 0.34 -0.16 -0.006
H 3.06320 0.41770 -0.14663 0.00 0.75 -0.12 0.010
H 1.38877 2.51651 -4.72362 0.24 -0.10 0.00 0.115
H -0.30072 2.14738 -4.83205 -0.21 -0.03 -0.17 0.103
H 1.04043 4.53770 -3.63755 -0.07 0.25 0.50 0.059
H -0.69028 4.19629 -3.22340 -0.02 0.01 0.32 0.078
H 4.02668 5.48935 -6.87263 0.32 0.03 -0.16 0.136
H -0.99433 2.64161 -1.86605 0.03 0.30 -0.13 0.122
H -0.87008 0.99724 -1.34018 0.18 -0.25 0.00 0.078
H -5.45195 -0.35348 -1.99344 -0.09 -0.13 -0.31 0.105
H -5.15106 1.25582 -2.71286 -0.06 -0.14 -0.32 0.093
H -5.55408 1.09329 -1.00662 0.07 0.06 0.30 0.096
C -1.77666 -4.81548 5.61041 0.31 -0.32 -0.25 -0.106
O -1.82887 -5.81718 4.61045 -0.07 0.22 0.12 -0.180
C -2.99697 -5.75694 3.80142 0.04 -0.38 -0.16 -0.206
C -2.64860 -5.34730 2.38512 0.10 0.19 0.12 -0.203
N -2.22921 -3.95147 2.33930 0.05 -0.03 -0.10 -0.046
C -1.65993 -3.52351 1.06438 0.01 0.16 0.20 -0.193
C -0.35823 -4.16838 0.59411 -0.06 0.15 -0.23 -0.237
O 0.77553 -3.85001 1.38372 -0.06 -0.15 0.03 -0.204
C 0.96953 -4.67536 2.52099 0.14 0.22 0.02 -0.091
H -0.92623 -5.03611 6.25369 0.00 -0.02 -0.01 0.103
H -1.63085 -3.81917 5.17587 -0.05 -0.08 0.14 0.061
H -2.68550 -4.81338 6.21779 0.14 -0.28 -0.13 0.077
H -3.74771 -5.08808 4.23305 0.06 0.10 -0.01 0.121
H -3.42202 -6.76415 3.77630 -0.04 0.01 0.02 0.124
H -3.52816 -5.47940 1.74828 0.02 0.02 -0.04 0.125
H -1.86126 -6.02273 2.02616 -0.10 -0.13 -0.01 0.109
H -1.54125 -3.79662 3.06529 0.03 -0.03 0.04 0.066
H -1.48031 -2.44632 1.14831 0.05 -0.03 -0.14 0.093
H -2.41626 -3.65846 0.28436 0.02 -0.05 -0.02 0.126
H -0.15120 -3.76321 -0.39945 -0.01 -0.03 0.04 0.065
H -0.44783 -5.25263 0.46469 -0.01 -0.03 0.12 0.120
H 0.62038 -5.69630 2.35175 -0.08 0.00 0.01 0.092
H 0.47497 -4.25675 3.40162 -0.07 -0.15 0.05 0.074
H 2.03917 -4.70580 2.73079 0.00 0.01 -0.05 0.088
C -1.69869 -0.79201 7.80544 0.11 -0.05 -0.08 -0.108
O -1.83191 -1.82205 6.84374 -0.06 0.15 0.11 -0.198
C -3.18071 -2.20160 6.58496 -0.16 -0.22 -0.06 -0.220
C -3.59264 -1.80412 5.18245 0.19 0.25 0.13 -0.207
N -3.71945 -0.35580 5.05263 -0.06 -0.16 -0.09 -0.044
C -3.87494 0.09860 3.67318 0.09 0.17 0.22 -0.190
C -2.71293 -0.15652 2.72193 -0.22 0.03 -0.39 -0.218
O -1.54330 0.59244 3.02742 0.23 -0.11 0.06 -0.187
C -0.69200 0.01952 4.00716 0.01 0.38 -0.12 -0.093
H -0.63804 -0.68211 8.02658 0.00 -0.05 -0.03 0.089
H -2.07171 0.16500 7.42492 -0.08 0.02 0.10 0.079
H -2.22462 -1.04323 8.73045 -0.02 0.05 0.00 0.091
H -3.86452 -1.78786 7.33066 0.05 0.16 -0.01 0.128
H -3.22356 -3.29186 6.66173 -0.21 0.54 0.17 0.078
H -4.55636 -2.26637 4.94939 0.01 -0.01 -0.06 0.130
H -2.83984 -2.21140 4.49291 -0.20 -0.11 -0.01 0.080
H -2.89630 0.08235 5.44306 -0.02 0.01 0.06 0.067
H -4.04650 1.17795 3.70931 -0.02 0.00 -0.06 0.119
H -4.78153 -0.35079 3.25492 0.05 -0.07 0.00 0.121
H -3.01046 0.17891 1.72587 -0.01 -0.04 0.19 0.090
H -2.48004 -1.22426 2.62764 0.04 0.03 0.20 0.089
H -0.71947 -1.07014 3.98398 -0.06 -0.10 0.06 0.086
H -0.94541 0.38067 5.00854 0.05 -0.18 0.03 0.074
H 0.32856 0.34666 3.79224 -0.04 -0.03 -0.02 0.081
```
Forces are in eV/Å.

For the total energy, the calculation gives -105965.7128 eV. The value obtained for the gap between HOMO and LUMO is 6.524 eV. As for the net charge: +1.

---

[3]
Below is 2 unconnected molecules or ions with the total composition C4H7NO2, with properties calculated with ωB97M-V with the def2-TZVPD basis set.

The geometry in XYZ format:
```
14
Properties=species:S:1:pos:R:3:forces:R:3:lowdin_charge:R:1
C 1.62250 -1.09560 0.63466 5.68 -0.80 -3.68 -0.402
N 0.29877 -0.94982 1.30262 -8.20 -2.16 -3.89 0.228
C 0.07429 1.85351 -1.19188 0.43 -0.87 -1.91 -0.048
C -0.84043 -1.21805 0.82278 8.40 2.81 3.60 0.075
C -2.14811 -0.91052 0.61160 -7.76 3.07 -2.56 -0.198
O -2.58627 0.22468 0.12908 2.73 -4.34 2.13 0.014
O 2.14140 -0.25834 -0.30786 -2.53 -1.62 2.59 -0.139
H 1.56686 -2.15083 0.02695 -0.47 1.92 1.74 0.197
H 0.42741 2.14786 -0.30694 2.26 1.17 3.93 -0.052
H 0.79718 1.05686 -1.48469 -0.54 0.96 -0.39 0.015
H -0.78169 1.34346 -0.75054 -1.05 0.61 -1.44 -0.010
H 2.31600 -1.22681 1.47791 -0.17 -0.07 0.05 0.101
H 0.15748 2.86093 -1.69842 -1.15 -1.63 -0.34 0.056
H -3.04540 -1.67732 0.73471 2.37 0.95 0.16 0.163
```
Forces are in eV/Å.

For the total energy, the calculation gives -9838.5955 eV. The energy above the lowest of the compared OMol25 structures with the same formula, charge and spin comes out at 200.3 kcal per mole. The value obtained for the gap between HOMO and LUMO is 5.315 eV. As for the net charge: 0.